#1
{"formula": "C9H20N5O3PtS3", "method": "the ωB97M-V functional and the def2-TZVPD basis", "elements": ["Pt", "N", "N", "C", "O", "O", "H", "H", "H", "S", "C", "N", "C", "C", "S", "H", "H", "H", "H", "H", "O", "C", "N", "C", "C", "S", "N", "C", "C", "H", "H", "H", "H", "H", "H", "H", "H", "H", "H", "H", "H"], "xyz": [[1.36, 0.63, 0.14], [3.49, 0.55, 0.61], [3.95, 0.80, 1.91], [3.16, 1.20, 3.06], [3.85, 1.39, 4.06], [1.93, 1.27, 2.88], [3.79, -0.38, 0.32], [3.90, 1.23, -0.04], [4.95, 0.76, 2.06], [1.15, 2.84, -0.31], [-0.40, 2.51, 0.38], [-0.56, 2.51, 1.73], [-1.92, 2.56, 2.22], [-2.81, 2.37, 1.00], [-1.89, 3.13, -0.37], [0.23, 2.18, 2.30], [-2.12, 3.54, 2.68], [-2.09, 1.79, 2.97], [-3.79, 2.84, 1.11], [-2.92, 1.31, 0.76], [-0.58, 0.98, -0.10], [-1.67, -1.55, 0.87], [-1.31, -1.66, -0.54], [-2.26, -0.98, -1.42], [-0.03, -1.80, -0.90], [1.23, -1.73, 0.26], [0.22, -2.04, -2.21], [-0.66, -2.86, -3.01], [1.55, -1.85, -2.75], [-2.73, -1.77, 0.95], [-1.44, -0.54, 1.22], [-1.10, -2.27, 1.45], [-2.49, -0.01, -0.98], [-3.16, -1.58, -1.55], [-1.80, -0.77, -2.38], [-1.54, -3.14, -2.44], [-0.14, -3.77, -3.32], [-0.99, -2.34, -3.92], [2.00, -0.98, -2.27], [1.45, -1.65, -3.82], [2.19, -2.72, -2.61]], "nbo_charge": [0.63, -0.60, -0.57, 0.88, -0.77, -0.81, 0.37, 0.37, 0.36, -0.20, 0.07, -0.71, -0.21, -0.53, 0.19, 0.46, 0.17, 0.19, 0.21, 0.20, -0.90, -0.43, -0.42, -0.41, 0.41, -0.24, -0.45, -0.40, -0.41, 0.18, 0.26, 0.22, 0.25, 0.18, 0.22, 0.22, 0.19, 0.20, 0.25, 0.19, 0.19], "total_charge": -1, "homo_energy_ev": -3.960}

#2
{"formula": "C9H20N5O3PtS3", "method": "the ωB97M-V functional and the def2-TZVPD basis", "elements": ["Pt", "N", "N", "C", "O", "O", "H", "H", "H", "S", "C", "N", "C", "C", "S", "H", "H", "H", "H", "H", "O", "C", "N", "C", "C", "S", "N", "C", "C", "H", "H", "H", "H", "H", "H", "H", "H", "H", "H", "H", "H"], "xyz": [[0.90, 0.89, 0.11], [2.83, 1.00, 0.96], [3.04, 0.77, 2.34], [2.03, 0.58, 3.36], [2.54, 0.49, 4.49], [0.85, 0.52, 2.99], [3.47, 0.41, 0.43], [2.97, 1.99, 0.74], [3.97, 0.94, 2.67], [-1.31, 1.16, -0.58], [-1.74, 1.73, 1.02], [-1.14, 2.64, 1.67], [-1.65, 2.84, 3.02], [-2.44, 1.60, 3.44], [-3.09, 0.94, 1.88], [0.30, 2.96, 1.05], [-2.27, 3.74, 3.03], [-0.80, 2.97, 3.69], [-3.25, 1.82, 4.13], [-1.76, 0.86, 3.85], [1.04, 2.82, 0.40], [-2.04, -1.38, -2.45], [-1.08, -1.95, -1.50], [-1.71, -2.40, -0.26], [0.23, -1.65, -1.54], [1.15, -1.53, -0.10], [0.78, -1.43, -2.76], [2.06, -0.76, -2.87], [0.43, -2.24, -3.91], [-2.74, -0.76, -1.89], [-2.58, -2.17, -2.97], [-1.53, -0.75, -3.17], [-2.62, -2.94, -0.53], [-1.96, -1.54, 0.37], [-1.04, -3.05, 0.29], [2.08, 0.08, -2.17], [2.14, -0.37, -3.89], [2.89, -1.43, -2.67], [-0.37, -2.93, -3.67], [1.30, -2.82, -4.22], [0.12, -1.62, -4.76]], "nbo_charge": [0.68, -0.61, -0.57, 0.87, -0.79, -0.79, 0.37, 0.40, 0.36, -0.27, 0.01, -0.51, -0.24, -0.54, 0.16, 0.47, 0.18, 0.23, 0.21, 0.25, -1.05, -0.42, -0.43, -0.42, 0.40, -0.22, -0.46, -0.42, -0.40, 0.24, 0.18, 0.22, 0.19, 0.24, 0.23, 0.25, 0.19, 0.19, 0.21, 0.19, 0.20], "total_charge": -1, "homo_energy_ev": -4.194}

Quick one: most stable of them? #2

#1
{"formula": "C6H14O2", "method": "the ωB97M-V functional and the def2-TZVPD basis", "elements": ["C", "C", "C", "C", "C", "C", "H", "H", "H", "H", "H", "H", "H", "H", "H", "H", "H", "H", "O", "H", "H", "O"], "xyz": [[2.96, 0.24, -0.55], [1.68, -0.46, -0.39], [-0.01, -0.39, -0.56], [-0.62, 0.30, -1.76], [0.59, -0.37, 1.95], [0.74, 0.23, 0.53], [3.62, 0.10, 0.31], [3.53, -0.02, -1.47], [2.81, 1.31, -0.72], [-0.44, -1.36, -0.33], [-1.70, 0.24, -1.83], [-0.29, 1.34, -1.63], [-0.14, -0.13, -2.64], [0.44, -1.43, 1.74], [1.54, -0.36, 2.50], [0.71, 1.32, 0.48], [-3.24, 1.52, 0.80], [-0.22, 0.03, 2.56], [-2.88, 1.03, 0.07], [-3.56, -1.68, 0.36], [-2.89, -0.05, 0.28], [-2.63, -1.41, 0.32]], "lowdin_spin": [0.11, 0.64, 0.06, 0.02, 0.03, 0.07, 0.01, 0.00, 0.03, 0.01, 0.00, 0.00, 0.00, 0.00, 0.00, 0.01, 0.00, 0.00, 0.00, 0.00, 0.00, 0.00], "total_charge": -1, "homo_energy_ev": [-3.920, -3.923], "s_squared": 0.7541, "spin_multiplicity": 2}

#2
{"formula": "C6H14O2", "method": "the ωB97M-V functional and the def2-TZVPD basis", "elements": ["C", "C", "C", "C", "C", "C", "H", "H", "H", "H", "H", "H", "H", "H", "H", "H", "H", "H", "O", "H", "H", "O"], "xyz": [[-0.52, -2.00, -1.93], [0.37, -1.75, -0.66], [-0.45, -1.07, 0.46], [-0.87, -1.79, 1.57], [-1.56, 1.20, 0.79], [-0.82, 0.27, 0.10], [-0.04, -2.73, -2.57], [-0.42, -1.09, -2.53], [-1.53, -2.12, -1.54], [1.14, -1.02, -0.95], [0.91, -2.58, -0.19], [-1.60, -1.36, 2.24], [-0.37, -2.71, 1.85], [-1.80, 2.15, 0.33], [-1.67, 0.99, 1.86], [-0.41, 0.60, -0.86], [2.51, 2.11, -1.69], [1.94, 2.48, -0.28], [1.92, 1.80, -1.00], [0.81, 2.14, 1.65], [1.31, 3.52, 2.07], [1.14, 2.97, 1.30]], "lowdin_spin": [0.01, 0.01, 0.15, 0.23, 0.25, 0.15, 0.00, 0.00, 0.00, 0.00, 0.00, 0.04, 0.03, 0.03, 0.04, 0.00, 0.00, 0.00, 0.00, 0.01, 0.00, 0.03], "total_charge": -1, "homo_energy_ev": [0.184, -2.671], "s_squared": 0.7622, "spin_multiplicity": 2}

Quick one: most stable of them? #2

#1
{"formula": "C3H9N2O2", "method": "the ωB97M-V functional and the def2-TZVPD basis", "elements": ["C", "C", "C", "N", "N", "O", "O", "H", "H", "H", "H", "H", "H", "H", "H", "H"], "xyz": [[2.27, 0.97, 0.34], [1.32, -0.23, 0.56], [0.81, -1.00, -0.47], [-2.80, -0.59, -0.09], [-1.62, -0.15, -0.27], [-3.74, -0.06, 0.54], [-1.34, 1.14, 0.05], [3.36, 0.69, 0.47], [2.17, 1.28, -0.77], [1.94, 1.79, 0.93], [1.23, -0.97, -1.46], [1.28, -0.54, 1.70], [0.50, -2.01, -0.27], [-0.28, -0.52, -0.66], [-2.95, -1.41, -0.69], [-2.14, 1.59, 0.08]], "nbo_charge": [-0.71, 0.30, -0.79, 0.17, -0.01, -0.37, -0.50, 0.30, 0.24, 0.26, 0.29, 0.25, 0.27, 0.39, 0.40, 0.50], "total_charge": 1, "homo_energy_ev": -14.527}

#2
{"formula": "C3H9N2O2", "method": "the ωB97M-V functional and the def2-TZVPD basis", "elements": ["C", "C", "N", "O", "C", "N", "O", "H", "H", "H", "H", "H", "H", "H", "H", "H"], "xyz": [[-1.35, 0.77, -0.60], [-0.33, -0.27, -0.13], [-0.75, -0.94, 1.08], [0.12, -1.20, -1.05], [1.07, 0.47, 0.28], [2.19, -0.06, -0.10], [0.98, 1.42, 1.15], [-2.28, 0.21, -0.90], [-0.93, 1.27, -1.61], [-1.72, 1.55, 0.18], [-0.41, -1.86, 1.23], [-0.67, -0.33, 1.94], [-0.47, -1.82, -1.38], [3.06, 0.53, 0.19], [2.47, -0.85, -0.71], [1.74, 1.76, 1.59]], "nbo_charge": [-0.68, 0.38, -0.84, -0.73, 0.69, -0.71, -0.60, 0.26, 0.24, 0.26, 0.40, 0.39, 0.51, 0.42, 0.49, 0.52], "total_charge": 1, "homo_energy_ev": -13.895, "smiles": "C[C@@](N)(O)C(=[NH2+])O"}

#3
{"formula": "C3H9N2O2", "method": "the ωB97M-V functional and the def2-TZVPD basis", "elements": ["N", "O", "C", "C", "N", "C", "O", "H", "H", "H", "H", "H", "H", "H", "H", "H"], "xyz": [[1.91, -0.95, 0.16], [1.50, 0.32, 0.69], [0.87, 1.26, -0.20], [-0.51, 0.70, -0.48], [-0.58, -0.82, -0.64], [-1.22, -0.13, 0.53], [-2.51, 0.01, 0.32], [1.76, -1.61, 0.90], [2.91, -0.97, -0.07], [1.21, 1.42, -1.20], [0.60, 2.13, 0.36], [-1.20, 1.40, -1.06], [-1.28, -1.19, -1.21], [0.39, -1.10, -0.57], [-0.72, -0.10, 1.52], [-3.14, -0.37, 0.94]], "nbo_charge": [-0.55, -0.40, -0.10, -0.07, -0.58, 0.23, -0.68, 0.38, 0.39, 0.22, 0.24, 0.27, 0.45, 0.45, 0.24, 0.52], "total_charge": 1, "homo_energy_ev": -14.417, "smiles": "NOC[C@H]1[NH2+][C@@H]1O"}

Quick one: most stable of them? #2

#1
{"formula": "C20H27N3O4S", "method": "the ωB97M-V functional and the def2-TZVPD basis", "elements": ["C", "C", "O", "C", "O", "C", "C", "S", "C", "N", "C", "N", "C", "C", "O", "C", "C", "C", "C", "C", "C", "N", "C", "C", "C", "C", "O", "C", "H", "H", "H", "H", "H", "H", "H", "H", "H", "H", "H", "H", "H", "H", "H", "H", "H", "H", "H", "H", "H", "H", "H", "H", "H", "H", "H"], "xyz": [[1.13, -2.33, 6.68], [0.41, -1.35, 5.76], [1.20, -1.03, 4.62], [1.19, -1.90, 3.60], [0.55, -2.91, 3.58], [2.07, -1.41, 2.47], [1.98, -2.32, 1.27], [2.85, -1.61, -0.17], [1.62, -0.54, -0.82], [0.41, -0.56, -0.28], [-0.56, 0.21, -0.76], [-1.81, 0.01, -0.21], [-2.00, -1.19, 0.59], [-1.74, -0.91, 2.07], [-2.57, 0.13, 2.54], [-2.36, 1.30, 1.79], [-2.64, 1.08, 0.30], [-0.34, 1.07, -1.87], [0.92, 1.08, -2.44], [1.94, 0.28, -1.91], [3.23, 0.27, -2.47], [4.28, 0.27, -2.93], [1.16, 1.89, -3.68], [-0.12, 1.88, -4.54], [-0.45, 0.47, -5.02], [0.05, 2.82, -5.74], [-1.17, 2.44, -3.77], [-1.46, 1.84, -2.53], [2.09, -1.92, 6.98], [0.53, -2.50, 7.57], [1.28, -3.28, 6.17], [-0.54, -1.78, 5.43], [0.24, -0.40, 6.26], [1.76, -0.39, 2.21], [3.10, -1.34, 2.84], [0.94, -2.48, 0.98], [2.45, -3.28, 1.46], [-1.35, -1.98, 0.23], [-3.05, -1.49, 0.46], [-1.97, -1.79, 2.68], [-0.69, -0.63, 2.21], [-3.04, 2.06, 2.20], [-1.32, 1.65, 1.92], [-2.45, 2.01, -0.24], [-3.68, 0.79, 0.17], [1.38, 2.92, -3.41], [2.01, 1.49, -4.24], [-0.54, -0.22, -4.19], [0.34, 0.11, -5.68], [-1.39, 0.48, -5.57], [0.88, 2.50, -6.35], [-0.86, 2.81, -6.33], [0.22, 3.83, -5.39], [-2.32, 1.16, -2.63], [-1.77, 2.68, -1.90]], "nbo_charge": [-0.64, -0.08, -0.51, 0.81, -0.61, -0.53, -0.52, 0.29, 0.14, -0.54, 0.43, -0.43, -0.25, -0.08, -0.52, -0.08, -0.24, -0.11, 0.12, -0.30, 0.29, -0.31, -0.48, 0.28, -0.65, -0.61, -0.53, -0.09, 0.21, 0.22, 0.22, 0.20, 0.19, 0.24, 0.24, 0.25, 0.24, 0.23, 0.20, 0.21, 0.16, 0.20, 0.16, 0.21, 0.20, 0.24, 0.24, 0.21, 0.22, 0.22, 0.21, 0.22, 0.22, 0.19, 0.19], "homo_energy_ev": -8.158, "smiles": "CCOC(=O)CCSc1nc(N2CCOCC2)c2c(c1C#N)CC(C)(C)OC2"}

#2
{"formula": "C20H27N3O4S", "method": "the ωB97M-V functional and the def2-TZVPD basis", "elements": ["C", "O", "C", "C", "N", "C", "C", "O", "N", "C", "C", "C", "C", "C", "C", "C", "O", "C", "S", "C", "N", "C", "C", "C", "C", "C", "C", "O", "H", "H", "H", "H", "H", "H", "H", "H", "H", "H", "H", "H", "H", "H", "H", "H", "H", "H", "H", "H", "H", "H", "H", "H", "H", "H", "H"], "xyz": [[-0.10, -3.29, -2.23], [-0.58, -2.27, -3.06], [-1.37, -1.32, -2.38], [-1.65, -0.14, -3.32], [-0.96, 1.07, -2.93], [-1.73, 2.06, -2.19], [-2.00, 1.63, -0.74], [-3.14, 1.50, -0.32], [-0.88, 1.43, -0.04], [-0.82, 1.07, 1.37], [-1.68, -0.15, 1.68], [-1.54, -0.53, 3.15], [-1.97, 0.64, 4.04], [-1.14, 1.88, 3.72], [-1.27, 2.25, 2.25], [0.39, 1.21, -2.94], [0.95, 2.12, -2.35], [1.15, 0.21, -3.79], [2.93, 0.38, -3.46], [2.89, -0.09, -1.81], [1.89, -0.62, -1.18], [2.37, -0.85, 0.09], [1.78, -1.42, 1.21], [2.55, -1.51, 2.36], [3.86, -1.05, 2.40], [4.47, -0.50, 1.29], [3.71, -0.41, 0.15], [4.03, 0.07, -1.09], [0.57, -2.88, -1.46], [-0.92, -3.83, -1.74], [0.46, -3.98, -2.86], [-0.82, -0.96, -1.49], [-2.30, -1.78, -2.04], [-1.35, -0.44, -4.33], [-2.71, 0.09, -3.33], [-1.16, 2.99, -2.19], [-2.68, 2.21, -2.70], [0.00, 1.67, -0.49], [0.23, 0.84, 1.59], [-1.38, -0.98, 1.04], [-2.72, 0.08, 1.46], [-2.15, -1.41, 3.37], [-0.50, -0.78, 3.37], [-1.85, 0.37, 5.09], [-3.02, 0.85, 3.86], [-1.47, 2.71, 4.34], [-0.09, 1.68, 3.96], [-0.65, 3.12, 2.03], [-2.30, 2.48, 2.01], [1.02, 0.43, -4.85], [0.86, -0.82, -3.58], [0.77, -1.79, 1.18], [2.12, -1.95, 3.25], [4.42, -1.14, 3.32], [5.49, -0.15, 1.31]], "nbo_charge": [-0.25, -0.55, -0.08, -0.25, -0.43, -0.30, 0.66, -0.64, -0.63, -0.05, -0.42, -0.40, -0.40, -0.40, -0.40, 0.70, -0.65, -0.65, 0.34, 0.36, -0.55, 0.14, -0.25, -0.21, -0.22, -0.24, 0.23, -0.41, 0.18, 0.17, 0.20, 0.20, 0.18, 0.22, 0.22, 0.25, 0.22, 0.43, 0.20, 0.20, 0.24, 0.21, 0.19, 0.21, 0.20, 0.21, 0.19, 0.21, 0.22, 0.26, 0.29, 0.22, 0.22, 0.22, 0.23], "homo_energy_ev": -8.448, "smiles": "COCCN(CC(=O)NC1CCCCC1)C(=O)CSc1nc2ccccc2o1"}

Quick one: most stable of them? #2